{"formula": "C15H26Cl2IN2O13P3S4", "method": "ωB97M-V with the def2-TZVPD basis set", "symbols": ["I", "Cl", "Cl", "S", "S", "S", "S", "P", "P", "P", "O", "O", "O", "O", "O", "O", "O", "O", "O", "O", "O", "O", "O", "N", "N", "C", "C", "C", "C", "C", "C", "C", "C", "C", "C", "C", "C", "C", "C", "C", "H", "H", "H", "H", "H", "H", "H", "H", "H", "H", "H", "H", "H", "H", "H", "H", "H", "H", "H", "H", "H", "H", "H", "H", "H", "H"], "xyz": [[2.8779, 1.5492, -1.2996], [-1.4883, -4.2794, -3.4257], [-4.7943, 2.1504, 1.3489], [3.6057, -1.8350, 1.8976], [1.1963, -4.2484, 2.7514], [-4.8053, 3.5249, -0.1523], [-1.1528, 0.0773, 1.4370], [0.3061, -2.5526, 2.4126], [2.5040, 1.3969, 1.6527], [2.8973, -1.7830, 0.1071], [-5.5512, 2.9693, -1.2377], [2.6170, -3.3360, -0.3189], [0.7587, -1.4451, 3.4698], [4.0114, -1.2550, -0.9355], [-2.4501, 0.1413, 2.0416], [2.4631, -1.0924, -3.3886], [-1.1282, -1.3016, 0.5822], [-1.1485, 0.9720, 0.0401], [4.0624, 1.0513, 1.6078], [2.6437, 2.9965, 1.3664], [-5.2849, 4.7634, 0.3801], [-1.2667, -2.8266, 2.7320], [0.1180, 2.1002, -1.3817], [-0.3492, 4.3894, -2.0601], [1.8799, 1.2561, 3.0616], [1.3962, 0.7168, 0.2589], [0.7344, -0.9155, -1.5963], [-1.4208, -4.6681, -1.6629], [1.4879, -1.7555, -2.6645], [-0.2202, 3.2884, -1.7465], [-3.1186, 3.7518, -0.6588], [-2.2013, 4.3796, 0.4159], [0.2058, -1.8921, 0.6229], [-0.0687, -3.2179, -0.1793], [-1.4963, 3.3710, 1.3403], [0.0971, 1.6871, -0.0170], [1.1589, -1.3643, -4.0731], [1.2740, -0.8864, -0.1199], [-1.4703, -3.3692, -0.8167], [-0.0845, 2.8504, 0.9929], [-2.2760, -5.3107, -1.4798], [-2.2384, -3.5293, -0.0654], [0.3229, 2.5408, 1.9594], [0.7861, -0.3635, -4.2433], [-2.8830, 4.9543, 1.0509], [0.6470, -3.4117, -0.9648], [-2.7152, 2.8244, -1.0644], [-1.3598, 3.9136, 2.2810], [-1.5371, 5.1103, -0.0335], [-1.6637, -2.0812, 3.2099], [-3.1972, 4.4511, -1.4932], [0.5154, 3.7203, 0.7208], [3.4666, -3.7509, -0.5181], [0.7853, 0.0333, -2.1243], [2.1043, 3.4333, 2.0368], [-1.7214, -2.5800, -1.5166], [-2.2184, 2.6035, 1.6051], [-0.0122, -4.0762, 0.4893], [-0.3127, -1.1912, -1.6781], [4.7091, -1.9148, -1.0490], [1.4105, -2.0702, -4.8499], [-0.5087, -5.2390, -1.5080], [4.3974, 0.4924, 0.8963], [2.4470, 0.7066, 3.6940], [1.6193, -2.8192, -2.4999], [0.6372, -1.8057, 4.3604]], "forces_ev_per_a": [[-0.095, -0.097, -0.292], [0.180, -0.087, 0.108], [0.165, 0.086, -0.108], [-0.316, 0.293, -0.326], [-0.149, 0.399, -0.420], [-1.055, 0.897, -0.973], [0.030, -0.083, -0.304], [0.655, -2.342, 1.345], [0.468, 0.889, 2.263], [1.367, -1.148, 1.619], [0.400, -0.523, 0.107], [0.053, 1.073, -0.819], [-0.690, 0.580, -0.564], [-0.793, -0.208, -0.297], [-0.311, 0.042, -0.151], [0.197, -0.353, -0.098], [0.691, 0.494, 0.394], [0.537, -0.322, 0.309], [-0.480, -0.032, -0.613], [-0.412, -0.525, -0.539], [0.395, -0.158, 0.526], [0.532, 0.759, -0.025], [-0.508, -0.269, -0.471], [-0.299, -0.141, -0.272], [-0.078, -0.303, -0.407], [1.498, 0.832, -1.357], [0.866, -0.540, -1.516], [-0.231, 0.325, -0.126], [-1.661, 0.373, -0.311], [0.782, 0.242, 0.575], [1.199, 0.140, 0.151], [-0.976, -0.417, 0.380], [-0.938, 0.076, 0.104], [-0.802, -0.178, -0.290], [-0.222, 0.560, -0.044], [-0.901, 0.144, 1.084], [2.598, 0.429, 1.232], [-0.933, -0.003, -0.716], [0.560, -0.973, -0.413], [0.104, 0.651, 0.201], [0.004, 0.002, 0.034], [-0.059, 0.489, 0.079], [-0.158, -0.407, -0.168], [-0.919, -0.418, -0.427], [0.165, 0.106, 0.034], [0.066, 0.238, 0.214], [-0.335, -0.181, 0.103], [0.236, -0.074, -0.017], [0.158, -0.153, -0.115], [-0.293, -0.052, -0.260], [-0.372, -0.060, -0.031], [0.015, -0.165, -0.372], [-0.066, -0.272, 0.218], [-0.003, 0.369, 0.759], [0.236, 0.019, 0.157], [-0.280, 0.248, 0.347], [0.228, -0.262, -0.101], [0.448, 0.129, 0.105], [-0.009, -0.111, 0.525], [0.139, 0.121, 0.017], [-0.893, 0.014, -0.305], [-0.015, -0.030, 0.005], [0.012, -0.090, 0.096], [-0.221, -0.041, 0.118], [0.256, 0.041, 0.009], [0.236, -0.040, 0.028]], "max_force_ev_per_a": 2.907, "gap_ev": 7.40}



{"formula": "C15H26F2O9", "method": "ωB97M-V with the def2-TZVPD basis set", "symbols": ["F", "F", "O", "O", "O", "O", "O", "O", "O", "O", "O", "C", "C", "C", "C", "C", "C", "C", "C", "C", "C", "C", "C", "C", "C", "C", "H", "H", "H", "H", "H", "H", "H", "H", "H", "H", "H", "H", "H", "H", "H", "H", "H", "H", "H", "H", "H", "H", "H", "H", "H", "H"], "xyz": [[-2.4381, -2.8388, -0.8290], [-0.9941, 4.1912, -3.3686], [3.1990, 0.2862, 0.5729], [-0.7017, -0.4593, 2.0700], [1.5882, 3.0961, -2.5274], [-2.5263, -3.9171, 1.0845], [-1.2184, -0.9321, -2.0675], [-2.3424, -6.1961, 1.3663], [-0.7190, -4.9127, 0.2074], [0.9128, 0.9246, -2.1902], [-0.4017, 2.7232, -1.8123], [-1.8462, -3.0300, 0.3398], [2.9937, -0.6112, 2.6063], [-1.8780, -5.1041, 0.9854], [1.1115, 4.3743, -2.2615], [-2.0053, 1.2860, -1.6361], [-0.4448, 4.0043, -2.1368], [3.3834, 0.6945, 1.9096], [2.1339, -0.6729, 0.4403], [-0.3997, -3.4803, 0.2308], [-1.3810, 0.3390, -2.6744], [1.8077, -1.1741, 1.7739], [0.7362, 2.1369, -2.2255], [-1.5252, 0.6273, -0.3042], [-1.0156, 0.8853, 2.1326], [-0.7915, -0.6959, -0.7138], [-3.0770, 1.1435, -1.7748], [3.7774, -1.3677, 2.6474], [0.2799, -3.3238, 1.0686], [0.8527, -0.8620, 2.1966], [-0.4414, -0.6275, 2.9786], [1.6344, 4.5999, -1.3322], [-1.1548, -1.4949, -0.0674], [-0.9538, 4.6231, -1.3979], [-1.1533, 1.1102, 3.1903], [0.1259, -3.2262, -0.6897], [-0.9695, 1.3063, 0.3427], [1.1644, -0.2695, 0.1479], [0.2959, -0.6206, -0.7036], [4.4388, 0.9386, 2.0307], [-2.1330, 0.3478, -3.4634], [-1.8475, 2.3524, -1.7972], [-1.9461, 1.1332, 1.6218], [-2.0400, -2.1550, 0.9601], [1.7891, -2.2638, 1.7946], [-0.2077, 1.4908, 1.7219], [2.7848, 1.5490, 2.2251], [1.1567, 5.0389, -3.1243], [2.4216, -1.3760, -0.3414], [-2.3709, 0.2301, 0.2571], [-0.4482, 0.6674, -3.1328], [2.7844, -0.4883, 3.6689]], "forces_ev_per_a": [[-0.693, -0.737, -1.510], [-0.437, -0.088, -0.294], [-0.314, 0.731, -1.346], [-1.826, -0.763, 0.269], [2.019, -1.466, -1.695], [-0.183, -3.300, 0.973], [-0.089, 0.458, 0.181], [2.263, 4.253, -1.213], [-0.803, -0.661, 1.596], [1.967, 4.222, 0.453], [3.508, 0.420, 0.367], [0.210, 3.372, 2.076], [-0.176, -0.548, 1.507], [-1.026, -4.140, -0.644], [-2.271, -0.420, 0.336], [-2.665, -2.187, 0.421], [2.519, 3.575, 0.427], [0.128, -2.009, -0.044], [-0.323, 1.427, -0.879], [-0.659, -2.112, -0.350], [-1.331, 0.703, -1.655], [1.670, -1.263, 2.820], [1.580, -2.801, 1.067], [-0.095, -0.269, -1.761], [-0.791, 1.871, 2.624], [-0.595, 1.104, -0.998], [-0.294, -0.487, 0.485], [0.484, 0.342, -0.544], [-0.549, 0.422, 0.156], [1.806, -0.108, -1.006], [-0.334, -0.672, -0.010], [-0.440, 1.138, -0.116], [1.094, 1.747, -1.094], [-0.369, -0.295, -0.113], [0.090, 0.565, 0.188], [-0.472, -0.029, -0.048], [-0.063, -0.438, -1.914], [1.469, 1.150, -0.133], [-1.270, -0.254, -0.531], [-0.038, 0.077, 0.027], [-0.036, -1.027, -0.275], [-2.312, -2.151, 0.522], [0.330, -0.041, 1.101], [0.477, 0.416, -0.209], [0.318, -0.102, 0.252], [0.156, 0.226, 0.440], [-0.343, 0.107, -0.127], [0.745, 0.040, 0.300], [0.171, -0.179, 0.213], [-0.296, 0.481, -0.151], [-1.449, -0.519, -0.256], [-0.464, 0.223, 0.114]], "max_force_ev_per_a": 4.967, "smiles": "O=C1OC[C@@H](F)O1.O=C1OC[C@@H](F)O1.C1CCOC1.C1CCOC1.CO", "gap_ev": 8.80}



{"formula": "C15H26F3N5Rb", "method": "ωB97M-V with the def2-TZVPD basis set", "symbols": ["Rb", "F", "F", "F", "N", "N", "N", "N", "N", "C", "C", "C", "C", "C", "C", "C", "C", "C", "C", "C", "C", "C", "C", "C", "H", "H", "H", "H", "H", "H", "H", "H", "H", "H", "H", "H", "H", "H", "H", "H", "H", "H", "H", "H", "H", "H", "H", "H", "H", "H"], "xyz": [[0.7710, -0.4135, -0.2379], [-2.6356, 5.0638, 6.7299], [-2.6302, 6.4032, 5.0265], [-0.7599, 5.7443, 5.8845], [-0.5096, -4.0610, -1.5827], [-4.0967, -3.4026, -0.5678], [0.4156, 0.1715, -3.7210], [4.0133, -1.8964, -0.3500], [3.0915, -0.2430, -2.5090], [-1.7451, -3.3628, -1.3150], [1.5920, 1.0158, -3.9885], [4.4887, -0.2158, -2.0901], [-2.5725, 2.9562, 4.9943], [-1.4917, -0.1865, 1.3820], [-1.2274, 3.1923, 2.5839], [-1.7701, 1.9495, 2.9425], [-1.9830, 4.1621, 4.6431], [4.6447, -0.5971, -0.6270], [2.8740, 0.2046, -3.8822], [-2.9560, -4.2618, -1.0411], [-2.0096, 5.3343, 5.5708], [-1.3308, 4.2838, 3.4214], [-2.4671, 1.8637, 4.1521], [-1.5961, 0.8100, 2.0948], [1.5598, 1.4885, -4.9776], [-1.6123, -2.7372, -0.4388], [5.7150, -0.5860, -0.3943], [-2.9186, 0.9218, 4.4329], [4.4629, -2.6032, -0.9248], [-4.9259, -3.9518, -0.3433], [-0.4220, 0.7309, -3.8291], [-0.7160, 3.2870, 1.6351], [-2.7243, -4.9871, -0.2632], [-3.2627, -4.8008, -1.9361], [1.6200, 1.8037, -3.2343], [0.3702, -0.5525, -4.4303], [4.1611, 0.1538, 0.0024], [-3.8126, -2.8820, 0.2691], [-0.5518, -4.6513, -2.4033], [5.1186, -0.8833, -2.6994], [3.7009, 0.8480, -4.1879], [2.7533, -1.1922, -2.4131], [-0.9100, 5.2405, 3.1378], [2.8346, -0.6326, -4.5914], [-3.1117, 2.8767, 5.9281], [4.2063, -2.1650, 0.6078], [-1.9627, -2.7109, -2.1654], [-0.1945, -4.6161, -0.7978], [4.8590, 0.8027, -2.2154], [-4.3460, -2.7164, -1.2812]], "forces_ev_per_a": [[0.412, 0.061, -0.315], [0.042, 0.021, -0.114], [0.038, -0.088, 0.015], [-0.115, -0.039, -0.034], [-0.064, -0.059, 0.023], [0.101, -0.076, 0.059], [0.140, 0.031, 0.107], [0.019, 0.060, -0.085], [0.039, -0.130, 0.154], [-0.035, -0.184, -0.088], [0.036, -0.114, -0.115], [-0.066, -0.098, 0.103], [0.025, 0.139, 0.027], [-0.393, -0.372, -0.101], [-0.006, -0.056, -0.015], [0.079, 0.276, 0.122], [-0.049, -0.196, -0.054], [0.007, 0.007, -0.061], [-0.252, 0.281, 0.092], [0.460, -0.137, -0.230], [-0.015, 0.218, 0.141], [-0.031, 0.094, 0.099], [0.020, -0.115, -0.085], [-0.132, -0.243, -0.175], [-0.057, 0.013, 0.032], [0.124, 0.372, 0.206], [-0.026, 0.033, 0.063], [0.026, -0.014, -0.008], [-0.045, -0.056, 0.025], [-0.059, 0.022, 0.020], [-0.071, -0.039, 0.005], [0.009, -0.005, 0.001], [-0.139, 0.071, 0.104], [-0.203, 0.042, 0.047], [0.020, 0.037, -0.040], [-0.073, -0.013, -0.017], [0.011, 0.028, -0.025], [0.011, 0.154, 0.054], [0.017, 0.034, -0.014], [0.029, 0.069, -0.028], [0.036, -0.049, -0.003], [-0.010, -0.004, 0.071], [0.061, -0.038, -0.020], [0.081, 0.011, -0.012], [0.044, -0.042, 0.013], [-0.045, -0.024, 0.028], [-0.035, 0.066, 0.057], [0.007, 0.010, 0.008], [0.083, -0.034, -0.064], [-0.053, 0.077, 0.028]], "total_charge": 1, "max_force_ev_per_a": 0.550, "e_above_lowest_kj_mol": 94.5, "gap_ev": 6.11}